#i
Formula: C4H10O4
Source: OMol25
Level of theory: ωB97M-V/def2-TZVPD

Results
LUMO level = 0.499 eV
HOMO energy = -0.362 Eh

Structure (XYZ):
```
18
Properties=species:S:1:pos:R:3:mulliken_charge:R:1
O -1.00 -1.75 -1.30 -0.5038
C 0.15 -1.90 -1.00 0.0002
C 0.81 -1.31 0.24 -0.5224
C 0.99 0.22 0.25 0.0442
C 1.13 0.81 -1.14 -0.1614
O 1.78 0.26 -1.99 -0.5066
H 0.79 -2.57 -1.60 0.3397
H 0.25 -1.61 1.12 0.3586
H 1.74 -1.86 0.37 0.3031
H 1.91 0.41 0.79 0.4697
H 0.13 0.70 0.67 -0.2132
H 0.69 1.80 -1.30 0.3886
O -1.94 0.92 -0.69 -0.5939
H -2.72 0.93 -0.12 0.2900
H -2.08 0.12 -1.24 0.3269
O -0.97 1.96 2.31 -0.6500
H -0.24 1.59 2.81 0.3268
H -1.42 1.26 1.83 0.3034
```



#ii
Formula: C4H10O4
Source: OMol25
Level of theory: ωB97M-V/def2-TZVPD

Results
LUMO level = 0.643 eV
HOMO energy = -0.374 Eh

Structure (XYZ):
```
18
Properties=species:S:1:pos:R:3:mulliken_charge:R:1
C -1.50 -0.97 1.29 -1.3512
C -0.43 -0.75 0.16 0.3187
O -0.98 -1.28 -1.09 -0.5162
C -0.01 0.67 -0.09 -0.3956
C 0.60 1.34 1.15 0.4318
O 0.20 2.28 1.75 -0.5233
O 1.78 0.68 1.47 -0.4326
H -2.08 -1.86 1.03 0.5283
H -2.08 -0.05 1.38 0.3059
H -0.94 -1.22 2.18 0.3329
H 0.45 -1.39 0.36 0.2162
H -1.85 -1.60 -0.82 0.2782
H 0.66 0.82 -0.94 0.2603
H -0.87 1.31 -0.32 0.2413
H 2.37 1.33 1.82 0.3302
O 1.61 0.18 -2.71 -0.6326
H 2.12 0.71 -3.34 0.2930
H 0.94 -0.21 -3.28 0.3148
```



#iii
Formula: C4H10O4
Source: OMol25
Level of theory: ωB97M-V/def2-TZVPD

Results
LUMO level = 0.611 eV
HOMO energy = -0.234 Eh

Structure (XYZ):
```
18
Properties=species:S:1:pos:R:3:mulliken_charge:R:1
C 0.32 -0.77 0.05 0.6941
C -0.42 0.28 -0.51 -0.3486
C 1.75 0.88 -0.62 -0.5807
C -2.26 -0.76 0.07 -1.3782
O 0.71 -0.80 1.31 -0.5357
O 0.44 -1.91 -0.62 -0.4550
O -0.63 1.44 0.22 -0.4671
O 2.16 1.30 0.67 -0.5720
H 1.04 0.11 1.53 0.4520
H 1.05 -2.49 -0.13 0.3820
H -1.53 1.34 0.57 0.3724
H 1.54 1.98 0.95 0.3602
H -0.62 0.25 -1.57 0.2371
H 2.48 0.18 -1.02 0.3169
H 1.60 1.73 -1.29 0.3355
H -3.08 -0.10 -0.21 0.4572
H -2.25 -1.65 -0.55 0.3577
H -2.30 -1.01 1.13 0.3723
```



#iv
Formula: C4H10O4
Source: OMol25
Level of theory: ωB97M-V/def2-TZVPD

Results
LUMO level = 0.419 eV
HOMO energy = -0.385 Eh

Structure (XYZ):
```
18
Properties=species:S:1:pos:R:3:mulliken_charge:R:1
O -2.78 1.15 0.28 -0.4599
C -1.91 0.60 0.89 -0.1435
C -0.49 0.41 0.39 -0.3830
C 0.31 -0.65 1.14 -0.3813
C 1.38 -1.21 0.24 -0.1858
O 2.56 -1.17 0.47 -0.4380
H -2.04 0.17 1.91 0.3263
H -0.51 0.33 -0.70 0.3500
H -0.02 1.39 0.52 0.2637
H -0.31 -1.47 1.54 0.4201
H 0.82 -0.17 1.97 0.2796
H 1.00 -1.71 -0.68 0.3393
O 3.11 2.18 -0.11 -0.6323
H 3.78 1.55 0.16 0.3316
H 2.44 1.67 -0.58 0.3039
O -2.58 -1.26 -2.75 -0.6378
H -3.09 -0.81 -2.06 0.3243
H -1.67 -1.00 -2.64 0.3226
```



It is #ii that is most stable; the runner-up trails by 0.912 eV.



#i
Formula: C5H18NO2
Source: OMol25
Level of theory: ωB97M-V/def2-TZVPD

Results
LUMO level = -2.967 eV
HOMO energy = -0.522 Eh
Net charge = +1

Structure (XYZ):
```
26
Properties=species:S:1:pos:R:3:mulliken_charge:R:1
C -0.26 -1.29 -2.11 -1.3243
C -0.44 0.06 -1.49 -0.3195
C -0.82 0.10 -0.06 0.9039
C -2.06 -0.73 0.01 -1.6073
C 0.22 -0.43 0.96 -1.1803
N 1.03 0.77 -1.70 -0.4055
H -1.34 -1.66 -2.46 0.3320
H 0.21 -2.18 -1.50 0.2578
H 0.31 -1.28 -3.01 0.4952
H -1.08 0.65 -2.13 0.4140
H -1.02 1.28 0.14 0.3360
H -2.61 -0.36 0.92 0.3291
H -1.87 -1.77 0.35 0.3398
H -2.64 -0.53 -0.86 0.5003
H 1.30 -0.23 0.90 0.2131
H 0.14 -1.43 1.41 0.3614
H 0.06 0.19 2.01 0.2173
H 1.76 0.22 -1.17 0.4157
H 1.03 1.76 -1.32 0.3549
H 1.26 0.85 -2.71 0.3591
H 4.10 1.35 -0.62 0.2800
H 3.17 1.32 0.65 0.2841
O 3.26 1.31 -0.25 -0.5688
H -2.47 -0.25 4.00 0.3091
H -1.09 -0.19 4.70 0.3119
O -1.55 0.01 3.84 -0.6088
```



#ii
Formula: C5H18NO2
Source: OMol25
Level of theory: ωB97M-V/def2-TZVPD

Results
LUMO level = -3.055 eV
HOMO energy = -0.512 Eh
Net charge = +1

Structure (XYZ):
```
26
Properties=species:S:1:pos:R:3:mulliken_charge:R:1
C -0.05 1.48 -1.00 -1.3057
C 0.35 0.34 -0.03 -0.0188
C -0.72 -0.66 0.35 0.5317
C -1.88 0.07 1.04 -1.3415
C -1.34 -1.52 -0.76 -1.4925
N 1.45 -0.55 -0.85 -0.4667
H -1.13 1.51 -1.08 0.3573
H 0.33 1.28 -2.02 0.3662
H 0.20 2.46 -0.63 0.3197
H 1.02 0.69 0.72 0.4980
H -0.32 -1.38 1.08 0.3293
H -1.81 0.19 2.14 0.3634
H -2.84 -0.39 0.78 0.3596
H -1.90 1.13 0.74 0.3196
H -1.72 -2.43 -0.29 0.4250
H -0.59 -1.82 -1.50 0.3331
H -2.14 -1.07 -1.31 0.3649
H 1.02 -0.87 -1.71 0.3094
H 1.82 -1.33 -0.32 0.3837
H 2.32 -0.06 -1.08 0.3355
H 4.01 -2.03 -2.25 0.3090
H 2.93 -3.19 -2.56 0.3113
O 3.14 -2.38 -2.11 -0.5997
H -0.01 3.28 4.32 0.3145
H -1.22 4.04 4.35 0.3166
O -0.92 3.20 3.99 -0.6228
```



It is #ii that is most stable; the runner-up trails by 0.977 eV.



#i
Formula: C7H10
Source: OMol25
Level of theory: ωB97M-V/def2-TZVPD

Results
LUMO level = 1.193 eV
HOMO energy = -0.343 Eh

Structure (XYZ):
```
17
Properties=species:S:1:pos:R:3:mulliken_charge:R:1
C 1.63 0.80 0.59 -0.5752
C 1.56 -0.68 0.36 -0.1619
C 0.62 -0.92 -0.83 -0.7940
C -0.49 -0.13 -0.07 0.5690
C -1.97 -0.38 -0.12 -0.5144
C -1.45 0.95 -0.58 -0.7162
C 0.46 0.03 1.12 -0.5853
H 1.44 1.45 -0.27 0.1577
H 2.37 1.18 1.28 0.2744
H 2.33 -1.34 0.75 0.3758
H 0.38 -1.98 -0.99 0.3076
H 1.00 -0.50 -1.76 0.2964
H -2.35 -1.04 -0.89 0.2406
H -2.55 -0.39 0.80 0.2451
H -1.55 1.19 -1.64 0.2480
H -1.69 1.81 0.05 0.2341
H 0.25 -0.05 2.19 0.3985
```



#ii
Formula: C7H10
Source: OMol25
Level of theory: ωB97M-V/def2-TZVPD

Results
LUMO level = 0.994 eV
HOMO energy = -0.291 Eh

Structure (XYZ):
```
17
Properties=species:S:1:pos:R:3:mulliken_charge:R:1
C -1.96 0.53 -0.07 -1.3406
C -1.24 -0.79 -0.22 0.0039
C -0.11 -1.00 0.69 0.0006
C 0.52 -0.06 1.41 -0.7792
C 1.70 0.38 0.58 -0.3497
C 1.19 0.30 -0.89 -0.7965
C 0.21 -0.86 -0.76 -0.2199
H -2.38 0.86 -1.03 0.3254
H -2.77 0.43 0.66 0.3350
H -1.28 1.30 0.30 0.3147
H -1.85 -1.63 -0.54 0.4342
H 0.34 0.29 2.42 0.4350
H 2.34 1.22 0.86 0.4304
H 2.15 -0.57 0.94 0.2400
H 0.73 1.23 -1.29 0.2576
H 2.01 0.07 -1.58 0.3320
H 0.39 -1.73 -1.41 0.3772
```



#iii
Formula: C7H10
Source: OMol25
Level of theory: ωB97M-V/def2-TZVPD

Results
LUMO level = 1.170 eV
HOMO energy = -0.334 Eh

Structure (XYZ):
```
17
Properties=species:S:1:pos:R:3:mulliken_charge:R:1
C 1.37 0.89 -1.46 -0.7775
C 0.37 1.53 -0.87 -0.1295
C -1.06 1.07 -1.02 -0.6370
C -1.36 -0.15 -0.17 -0.4344
C -0.51 -0.71 0.68 0.2587
C 0.75 -0.67 1.44 -0.5048
C -0.20 -1.87 1.52 -0.5194
H 2.41 1.14 -1.26 0.3068
H 1.17 0.04 -2.12 0.2611
H 0.57 2.34 -0.17 0.2992
H -1.24 0.77 -2.07 0.3233
H -1.78 1.88 -0.82 0.3465
H -2.32 -0.63 -0.34 0.3532
H 1.71 -0.79 0.94 0.2240
H 0.77 0.00 2.29 0.1997
H 0.13 -2.76 0.99 0.1984
H -0.74 -2.07 2.44 0.2316
```



#iv
Formula: C7H10
Source: OMol25
Level of theory: ωB97M-V/def2-TZVPD

Results
LUMO level = 1.146 eV
HOMO energy = -0.348 Eh

Structure (XYZ):
```
17
Properties=species:S:1:pos:R:3:mulliken_charge:R:1
C 0.82 -2.16 -0.74 -0.7077
C 0.78 -0.83 -0.79 -0.4663
C -0.17 0.03 -0.02 0.8884
C 0.53 0.64 1.15 -0.5041
C 1.12 1.83 1.14 -0.7185
C -1.62 -0.36 0.10 -0.7071
C -1.22 0.82 -0.75 -0.6743
H 0.09 -2.73 -0.17 0.2732
H 1.60 -2.72 -1.26 0.2669
H 1.54 -0.29 -1.35 0.3221
H 0.61 -0.01 2.03 0.3137
H 1.07 2.47 0.26 0.2763
H 1.69 2.19 1.99 0.2740
H -1.96 -1.26 -0.41 0.2947
H -2.12 -0.15 1.04 0.2902
H -1.30 0.71 -1.83 0.2857
H -1.45 1.82 -0.38 0.2928
```



It is #iv that is most stable; the runner-up trails by 0.474 eV.



#i
Formula: C7H10
Source: OMol25
Level of theory: ωB97M-V/def2-TZVPD

Results
LUMO level = 0.570 eV
HOMO energy = -0.312 Eh

Structure (XYZ):
```
17
Properties=species:S:1:pos:R:3:mulliken_charge:R:1
C 1.75 -0.25 1.99 -0.8312
C 0.94 0.23 1.02 -0.1976
C 0.28 -0.55 -0.19 0.4032
C 0.65 -1.76 -0.48 -0.7247
C -0.90 0.15 -0.72 0.7235
C -2.19 -0.22 -0.54 -1.0010
C -0.43 1.55 -1.04 -1.4979
H 1.41 0.30 2.80 0.2353
H 2.44 -1.11 2.08 0.3226
H 0.54 1.24 1.10 0.2200
H 1.09 -2.30 0.28 0.2973
H 0.49 -2.28 -1.52 0.2159
H -2.37 -1.22 -0.21 0.3549
H -2.78 0.41 -1.15 0.3318
H -0.69 1.85 -2.04 0.4012
H -0.90 2.34 -0.41 0.2931
H 0.68 1.62 -0.97 0.4534
```



#ii
Formula: C7H10
Source: OMol25
Level of theory: ωB97M-V/def2-TZVPD

Results
LUMO level = 1.091 eV
HOMO energy = -0.286 Eh

Structure (XYZ):
```
17
Properties=species:S:1:pos:R:3:mulliken_charge:R:1
C -1.85 0.43 0.01 -1.2675
C -0.99 -0.78 -0.16 -0.2901
C 0.22 -1.09 0.61 0.0825
C 0.78 0.13 1.30 -0.6437
C 1.43 0.94 0.46 -0.4232
C 1.43 0.37 -0.94 -0.5292
C 0.60 -0.91 -0.85 -0.5532
H -2.69 0.43 -0.69 0.3926
H -2.26 0.42 1.03 0.2903
H -1.29 1.36 -0.11 0.3071
H -1.54 -1.69 -0.44 0.5435
H 0.28 -2.03 1.13 0.4005
H 0.59 0.33 2.35 0.4437
H 1.89 1.89 0.72 0.3650
H 1.04 1.06 -1.69 0.2809
H 2.47 0.14 -1.26 0.3187
H -0.27 -0.98 -1.53 0.2821
```



#iii
Formula: C7H10
Source: OMol25
Level of theory: ωB97M-V/def2-TZVPD

Results
LUMO level (alpha / beta) = 0.613 / 0.613 eV
HOMO energy (alpha / beta) = -0.310 / -0.310 Eh

Structure (XYZ):
```
17
Properties=species:S:1:pos:R:3:mulliken_charge:R:1
C 1.36 1.60 0.46 -0.4889
C 0.45 0.68 0.55 -0.2448
C -1.63 -1.01 1.13 -0.6850
C -1.67 -0.01 0.24 0.5576
C 1.82 0.13 0.56 -0.0179
C -2.61 0.43 -0.75 -1.0263
C 2.46 -0.52 -0.62 -1.2602
H 1.80 2.55 0.26 0.3746
H -2.36 -1.90 1.10 0.2223
H -0.79 -1.01 1.81 0.3028
H 2.11 -0.30 1.48 0.3688
H -3.36 -0.35 -0.79 0.3108
H -2.28 0.55 -1.73 0.3123
H -3.07 1.39 -0.77 0.2964
H 3.56 -0.42 -0.69 0.3187
H 2.04 -0.22 -1.56 0.3412
H 2.17 -1.60 -0.68 0.3176
```



It is #ii that is most stable; the runner-up trails by 0.414 eV.



#i
Formula: C2H11NO3
Source: OMol25
Level of theory: ωB97M-V/def2-TZVPD

Results
LUMO level = 0.708 eV
HOMO energy = -0.355 Eh

Structure (XYZ):
```
17
Properties=species:S:1:pos:R:3:mulliken_charge:R:1
C 1.20 0.27 -1.22 -0.7774
N 0.59 -0.35 -0.04 -0.3944
C 1.22 0.15 1.16 -0.4114
O 2.57 -0.25 1.23 -0.5454
H 2.28 0.33 -1.13 0.2949
H 0.70 1.23 -1.46 0.2019
H 1.06 -0.27 -2.18 0.3317
H 0.69 -1.36 0.01 0.2815
H 1.21 1.24 1.09 0.3335
H 0.66 -0.21 2.04 0.3761
H 2.99 -0.07 2.08 0.2945
O -3.99 -2.05 -0.91 -0.6325
H -4.00 -2.53 -0.09 0.3148
H -3.82 -2.76 -1.55 0.3170
O -1.22 2.56 0.10 -0.6421
H -0.70 1.77 -0.14 0.3448
H -1.44 2.30 1.01 0.3126
```



#ii
Formula: C2H11NO3
Source: OMol25
Level of theory: ωB97M-V/def2-TZVPD

Results
LUMO level = 0.623 eV
HOMO energy = -0.346 Eh

Structure (XYZ):
```
17
Properties=species:S:1:pos:R:3:mulliken_charge:R:1
N 1.28 1.25 -0.13 -0.5481
C 0.16 1.40 0.87 -0.5426
C -1.17 0.76 0.47 -0.2948
O -1.54 0.54 -0.84 -0.5696
H 2.05 1.80 0.08 0.1894
H 0.85 1.57 -0.97 0.2102
H 0.20 2.39 1.31 0.4352
H 0.67 0.85 1.88 0.1981
H -1.82 1.29 1.10 0.3709
H -1.17 -0.24 1.10 0.1920
H -1.22 -0.41 -1.05 0.4090
O -0.93 -1.96 -1.77 -0.7196
H -0.75 -2.61 -1.03 0.3420
H -0.13 -2.02 -2.32 0.3355
O 0.86 -1.85 0.29 -0.6316
H 1.34 -1.82 1.11 0.2664
H 1.31 -0.95 -0.10 0.3577
```



It is #i that is most stable; the runner-up trails by 0.815 eV.



#i
Formula: C2H11NO3
Source: OMol25
Level of theory: ωB97M-V/def2-TZVPD

Results
LUMO level = 0.562 eV
HOMO energy = -0.287 Eh

Structure (XYZ):
```
17
Properties=species:S:1:pos:R:3:mulliken_charge:R:1
C -0.07 1.93 0.50 -0.7665
C -0.39 1.48 1.71 0.0524
N -0.97 0.29 2.06 -0.3739
H -0.23 1.40 -0.43 0.2284
H 0.35 2.93 0.45 0.2219
H -0.19 2.09 2.59 0.2706
H -0.94 -0.54 1.46 0.2164
H -1.10 0.10 3.03 0.2061
O 1.94 -0.32 -1.20 -0.6510
H 2.69 0.26 -1.22 0.2927
H 1.52 -0.47 -0.34 0.3344
O -0.60 -0.51 -2.35 -0.6829
H -0.21 -1.23 -2.86 0.3293
H 0.20 0.01 -2.18 0.3552
O -0.30 -1.94 0.06 -0.6205
H -0.29 -2.82 0.44 0.2712
H -0.27 -1.96 -0.91 0.3163
```



#ii
Formula: C2H11NO3
Source: OMol25
Level of theory: ωB97M-V/def2-TZVPD

Results
LUMO level = 0.528 eV
HOMO energy = -0.314 Eh

Structure (XYZ):
```
17
Properties=species:S:1:pos:R:3:mulliken_charge:R:1
C -0.40 -1.38 -1.65 -0.7849
N -1.03 -1.40 -0.34 -0.2595
C -0.95 -0.32 0.57 0.1606
O -0.92 -0.74 1.96 -0.5447
H 0.61 -0.96 -1.49 0.2390
H -0.26 -2.39 -2.02 0.3118
H -0.88 -0.54 -2.20 0.3008
H -1.91 -1.89 -0.42 0.1946
H -1.81 0.34 0.44 0.3186
H 0.06 0.10 0.47 -0.2288
H -1.85 -0.80 2.19 0.2994
O -0.25 2.72 -0.66 -0.6108
H 0.51 2.12 -0.65 0.3081
H -0.10 3.45 -1.27 0.3045
O 3.21 0.25 1.63 -0.6411
H 2.39 0.36 2.08 0.3178
H 3.59 1.09 1.37 0.3145
```



It is #i that is most stable; the runner-up trails by 0.807 eV.